{
  "formula": "C60H61F5N3O2P2SiTaTe",
  "method": "wB97M-V/def2-TZVPD",
  "elements": ["Ta", "C", "N", "C", "C", "C", "C", "C", "C", "C", "N", "C", "C", "C", "C", "C", "C", "N", "C", "C", "H", "H", "H", "H", "H", "H", "H", "H", "H", "H", "H", "H", "H", "H", "H", "H", "H", "H", "H", "H", "C", "C", "C", "C", "C", "C", "C", "C", "P", "C", "C", "C", "C", "C", "C", "C", "C", "C", "C", "C", "C", "C", "O", "C", "C", "C", "C", "C", "C", "P", "C", "C", "C", "C", "C", "C", "C", "C", "C", "C", "C", "C", "H", "H", "H", "H", "H", "H", "H", "H", "H", "H", "H", "H", "H", "H", "H", "H", "H", "H", "H", "H", "H", "H", "H", "H", "H", "H", "H", "H", "H", "H", "H", "H", "F", "Te", "F", "F", "F", "F", "O", "C", "Si", "C", "C", "C", "C", "H", "H", "H", "H", "H", "H", "H", "H", "H"],
  "coordinates": [[-0.9801, 0.5431, -0.2581], [-0.1321, -2.6716, 0.8458], [-0.2197, -1.3076, 1.4162], [1.0567, -0.9964, 2.0983], [-1.2947, -1.2920, 2.4080], [-1.4778, -2.3375, 3.3063], [-2.5628, -2.3229, 4.1624], [-3.4857, -1.2777, 4.0856], [-3.2789, -0.2321, 3.2077], [-2.1384, -0.2205, 2.4068], [-1.8032, 0.8716, 1.5531], [-2.2010, 2.1522, 2.0113], [-2.3495, 2.5156, 3.3440], [-2.8758, 3.7548, 3.6558], [-3.1927, 4.6643, 2.6460], [-2.9854, 4.3134, 1.3229], [-2.4859, 3.0527, 1.0255], [-2.3423, 2.5766, -0.3430], [-3.7303, 2.3336, -0.8358], [-1.6634, 3.5996, -1.1904], [0.3903, -3.3316, 1.5408], [-1.1295, -3.0618, 0.6788], [0.4381, -2.6591, -0.0735], [1.2434, -1.7341, 2.8829], [0.9785, -0.0162, 2.5543], [1.8661, -1.0193, 1.3809], [-0.7817, -3.1665, 3.3334], [-2.6998, -3.1266, 4.8734], [-4.3625, -1.2750, 4.7205], [-4.0019, 0.5682, 3.1347], [-2.0649, 1.8314, 4.1328], [-3.0210, 4.0216, 4.6948], [-3.5895, 5.6408, 2.8885], [-3.2224, 5.0115, 0.5297], [-4.3013, 3.2520, -0.6945], [-4.1874, 1.5329, -0.2585], [-3.7153, 2.0720, -1.8798], [-2.3471, 4.4264, -1.3856], [-1.3755, 3.1540, -2.1340], [-0.7839, 3.9736, -0.6783], [6.6555, -0.6795, -1.2119], [5.5311, -1.0807, -0.2400], [6.1019, -1.9597, 0.8874], [4.9182, 0.1660, 0.3675], [5.7454, 1.0259, 1.0781], [5.2638, 2.1774, 1.6674], [3.9158, 2.4483, 1.5802], [3.0322, 1.5967, 0.9109], [1.2765, 2.1862, 0.9581], [1.1826, 2.6933, 2.7134], [1.8616, 1.9761, 3.7069], [1.8297, 2.3854, 5.0289], [1.1590, 3.5513, 5.3798], [0.5039, 4.2810, 4.4038], [0.4866, 3.8384, 3.0877], [1.5848, 3.7470, 0.0161], [1.7570, 4.9784, 0.6494], [2.0514, 6.1221, -0.0833], [2.1870, 6.0561, -1.4598], [2.0691, 4.8265, -2.0959], [1.7850, 3.6803, -1.3681], [3.5655, 0.4831, 0.2635], [2.6895, -0.3025, -0.4744], [3.1581, -1.4409, -1.1055], [2.2330, -2.1506, -1.8870], [2.6456, -3.3434, -2.4750], [3.9451, -3.7979, -2.3418], [4.8462, -3.0448, -1.6253], [4.4768, -1.8584, -0.9962], [0.5350, -1.5339, -2.2261], [-0.2946, -2.9878, -2.9715], [-1.2183, -3.7230, -2.2248], [-1.7716, -4.8960, -2.7203], [-1.4246, -5.3392, -3.9868], [-0.5414, -4.5949, -4.7626], [0.0233, -3.4341, -4.2603], [0.8159, -0.4621, -3.7090], [1.9245, 0.3904, -3.6750], [2.1887, 1.2616, -4.7195], [1.3381, 1.3198, -5.8178], [0.2309, 0.4900, -5.8649], [-0.0142, -0.4002, -4.8250], [7.4674, -0.1789, -0.6840], [6.2797, -0.0039, -1.9826], [7.0782, -1.5564, -1.7032], [6.8447, -1.4136, 1.4681], [6.5890, -2.8470, 0.4817], [5.3098, -2.2855, 1.5639], [6.7983, 0.7885, 1.1625], [5.9259, 2.8487, 2.1980], [3.5347, 3.3422, 2.0552], [2.4651, 1.1163, 3.4484], [2.3548, 1.8103, 5.7804], [1.1612, 3.8926, 6.4074], [-0.0129, 5.1959, 4.6636], [-0.0591, 4.4159, 2.3505], [1.6773, 5.0691, 1.7220], [2.1829, 7.0641, 0.4340], [2.3977, 6.9512, -2.0312], [2.2051, 4.7531, -3.1679], [1.7405, 2.7398, -1.8921], [1.9524, -3.9381, -3.0455], [4.2463, -4.7270, -2.8066], [5.8720, -3.3821, -1.5446], [-1.5355, -3.3797, -1.2488], [-2.4753, -5.4558, -2.1172], [-1.8499, -6.2543, -4.3787], [-0.2876, -4.9216, -5.7632], [0.7193, -2.8765, -4.8732], [2.5886, 0.3880, -2.8212], [3.0647, 1.8973, -4.6762], [1.5540, 1.9865, -6.6428], [-0.4358, 0.5073, -6.7171], [-0.8224, -1.1103, -4.9894], [-3.1874, -0.0352, -4.4323], [-2.5186, -0.8368, -2.9384], [-1.9793, 1.0918, -2.4119], [-3.6878, -2.1817, -3.4149], [0.2093, 1.3529, -1.4807], [-4.0184, -0.2081, -2.0806], [-2.2587, -0.8425, -0.3578], [-4.3824, -4.9779, 2.0188], [-5.2718, -3.7054, 1.0290], [-6.5550, -2.8339, 2.0093], [-5.9119, -4.3684, -0.5621], [-3.9783, -2.4459, 0.5384], [-3.1754, -1.6583, 0.1115], [-5.0728, -5.7736, 2.3184], [-3.9595, -4.5450, 2.9290], [-3.5740, -5.4413, 1.4466], [-7.3340, -3.5418, 2.3087], [-7.0314, -2.0432, 1.4248], [-6.1368, -2.3917, 2.9169], [-6.6196, -5.1834, -0.3889], [-5.0995, -4.7468, -1.1898], [-6.4272, -3.5855, -1.1257]],
  "mulliken_charge": [1.0928, -1.1279, 1.2900, -0.8626, -0.4929, -0.1891, -1.3357, -1.0938, -0.0534, -0.4156, 1.5009, -0.3795, 0.3490, -1.2227, -1.1811, -0.4294, -0.3879, 0.8405, -1.4287, -1.2547, 0.7142, 0.3943, -0.3818, 0.4916, -0.1606, -0.0068, 0.4410, 0.5093, 0.5904, 0.6582, 0.7355, 0.4574, 0.4512, 0.5052, 0.5911, 0.3025, 0.3081, 0.6302, 0.1095, 0.4077, -1.6858, 1.3068, -1.7316, 1.2582, -0.6407, -2.0743, -0.0404, 0.0078, 1.1178, 1.1181, -0.4991, -1.0825, -0.9775, -1.1235, -0.9059, 1.3030, -0.6059, -0.9211, -0.7164, -0.6903, -0.1956, -0.8874, 0.9689, -1.0148, 0.6629, -1.0992, -2.0625, -0.4127, 1.0477, 1.7393, 0.3299, 0.2593, -1.0861, -0.8771, -0.9572, -0.6539, 1.9960, -0.5301, -0.7318, -0.9782, -1.3136, -0.5405, 0.4056, 0.3575, 0.4056, 0.4022, 0.4033, 0.3527, 0.4697, 0.4682, 0.5121, 0.3340, 0.4968, 0.4765, 0.5339, 0.8801, 0.6928, 0.4497, 0.4187, 0.5491, -0.2208, 0.5594, 0.4455, 0.4685, 0.1349, 0.4967, 0.4421, 0.4818, 0.6391, 0.1741, 0.5969, 0.4472, 0.5215, 0.4606, -0.4279, 2.0759, -1.0809, -0.3586, -0.3330, -0.3193, 1.0138, -0.7787, -0.4174, -0.8936, -0.8725, -0.6153, 0.9554, 0.4392, 0.1749, 0.2792, 0.3998, 0.3251, 0.2435, 0.3837, 0.1865, 0.3172],
  "gap_ev": 6.53,
  "e_homo_ev": -12.68,
  "charge": 2
}